ORCA calculation (ωB97M-V with the def2-TZVPD basis set) on a gas-phase ion, C5H8N3OS (charge +1) at a distorted geometry.

```
! RIJCOSX wB97M-V def2-TZVPD def2/J DEFGRID3
* xyz 1 3
C -1.363 1.165 -0.166
C -1.943 0.473 -1.240
C -0.099 -1.658 1.086
C 0.401 -0.207 -0.925
C 0.787 1.672 0.693
N 1.757 -1.985 -0.527
N 0.715 -1.421 -0.044
N -0.086 0.893 -0.098
O -1.122 -1.154 1.213
S -0.998 -0.659 -1.978
H -1.703 1.983 0.407
H -3.037 0.469 -1.221
H 0.364 -2.461 1.776
H 1.290 0.091 -1.480
H 1.737 1.841 0.233
H 0.309 2.811 0.874
H 1.076 1.149 1.690
H 1.916 -3.003 -0.293
*
```

- Gap between HOMO and LUMO (spin up / spin down): 0.329 / 0.288 Eh
- HOMO energy (spin up / spin down): -12.3 / -14.2 eV
- Strongest force on any atom: 6.408 eV/Å
- Expectation value of S²: 2.01
- Energy above the lowest of the compared OMol25 structures with the same formula, charge and spin: 0.0 kJ/mol
- LUMO (spin up / spin down): -3.387 / -6.320 eV
- Calculated total energy: -832.613956 a.u.

ORCA calculation (ωB97M-V with the def2-TZVPD basis set) on 3 unconnected molecules or ions with the total composition C20H43N3O5.

```
! RIJCOSX wB97M-V def2-TZVPD def2/J DEFGRID3
* xyz 0 1
H 4.596 -6.005 0.002
N 4.509 -5.289 0.722
C 3.735 -4.351 0.346
C 3.407 -3.204 1.263
C 2.102 -3.436 2.036
C 2.107 -4.744 2.855
C 0.980 -5.564 2.272
O 0.437 -6.525 2.733
O 0.620 -5.028 1.070
C 0.800 -3.607 1.211
C 0.664 -2.917 -0.130
C 0.884 -1.386 -0.020
C -0.294 -0.574 -0.569
C -0.341 0.901 -0.144
C -0.121 1.210 1.343
O 1.106 1.896 1.580
C 2.086 1.175 2.292
H 3.248 -4.352 -0.637
H 4.224 -3.091 1.982
H 3.330 -2.280 0.682
H 1.949 -2.588 2.711
H 1.878 -4.563 3.906
H 3.043 -5.300 2.749
H -0.012 -3.232 1.853
H 1.326 -3.368 -0.877
H -0.354 -3.098 -0.491
H 1.064 -1.131 1.027
H 1.781 -1.126 -0.593
H -0.216 -0.596 -1.663
H -1.242 -1.070 -0.328
H 0.408 1.470 -0.704
H -1.315 1.308 -0.435
H -0.917 1.875 1.696
H -0.169 0.303 1.958
H 1.696 0.800 3.248
H 2.909 1.862 2.503
H 2.490 0.335 1.709
C 1.183 8.280 1.147
O 1.153 7.412 0.033
C 1.584 6.087 0.281
C 0.502 5.151 0.831
C 0.183 5.370 2.305
N -0.743 5.212 0.057
H 2.038 8.064 1.795
H 0.266 8.222 1.739
H 1.281 9.296 0.766
H 1.908 5.702 -0.689
H 2.461 6.096 0.942
H 0.894 4.135 0.734
H -0.414 6.269 2.460
H -0.391 4.527 2.688
H 1.096 5.457 2.898
H -0.556 4.950 -0.906
H -1.038 6.183 0.008
C -2.937 -3.105 -1.884
O -3.492 -1.812 -1.741
C -3.212 -0.908 -2.792
C -4.140 -1.030 -4.008
C -3.836 -2.228 -4.900
N -5.557 -1.054 -3.642
H -1.953 -3.062 -2.365
H -3.583 -3.770 -2.461
H -2.823 -3.525 -0.885
H -3.343 0.088 -2.359
H -2.160 -0.998 -3.095
H -3.975 -0.126 -4.604
H -4.183 -3.159 -4.452
H -4.347 -2.120 -5.856
H -2.765 -2.320 -5.092
H -5.800 -0.199 -3.151
H -5.697 -1.796 -2.962
*
```

- Gap between HOMO and LUMO: 0.356 Eh
- HOMO energy: -9.2 eV
- Strongest force on any atom: 0.640 eV/Å
- Energy above the lowest of the compared OMol25 structures with the same formula, charge and spin: 0.0 kJ/mol
- LUMO: 0.529 eV
- Calculated total energy: -1328.244597 a.u.

ORCA calculation (ωB97M-V with the def2-TZVPD basis set) on a single C4H9NO2 molecule.

```
! RIJCOSX wB97M-V def2-TZVPD def2/J DEFGRID3
* xyz 0 1
N 1.073 0.245 1.723
C 0.909 0.069 0.311
O 2.202 0.037 -0.210
C 0.055 -1.170 -0.008
C -1.353 -0.599 -0.122
C -1.064 0.741 -0.799
O 0.209 1.158 -0.319
H 1.577 1.113 1.883
H 0.164 0.325 2.169
H 2.124 0.285 -1.140
H 0.386 -1.574 -0.972
H 0.182 -1.943 0.751
H -2.039 -1.223 -0.700
H -1.793 -0.443 0.870
H -1.029 0.626 -1.892
H -1.798 1.518 -0.564
*
```

- Gap between HOMO and LUMO: 0.384 Eh
- HOMO energy: -9.5 eV
- Strongest force on any atom: 0.271 eV/Å
- Energy above the lowest of the compared OMol25 structures with the same formula, charge and spin: 90.6 kJ/mol
- LUMO: 0.917 eV
- Calculated total energy: -363.051028 a.u.

ORCA calculation (ωB97M-V with the def2-TZVPD basis set) on a molecular structure, C18H18I2NO2Ru at a distorted geometry.

```
! RIJCOSX wB97M-V def2-TZVPD def2/J DEFGRID3
* xyz 2 2
Ru -0.856 -0.102 -0.005
C -3.369 1.590 -1.343
C -2.866 0.887 -0.122
C -3.022 -0.496 0.051
C -2.463 -1.132 1.196
C -1.775 -0.392 2.153
C -1.752 1.018 2.062
C -2.281 1.631 0.954
H -4.336 2.046 -1.122
H -3.500 0.899 -2.173
H -2.683 2.382 -1.642
H -3.519 -1.088 -0.705
H -2.541 -2.203 1.306
H -1.320 -0.903 2.991
H -1.280 1.602 2.842
H -2.202 2.705 0.842
I 0.294 4.644 -2.152
C 1.562 3.237 -1.344
C 2.920 3.447 -1.243
C 3.779 2.486 -0.716
I 5.782 2.901 -0.655
C 3.267 1.220 -0.224
C 4.049 0.174 0.283
C 3.431 -0.989 0.678
C 2.044 -1.092 0.604
N 1.276 -0.102 0.165
C 1.890 1.020 -0.275
C 1.009 1.994 -0.889
O -0.209 1.708 -0.981
H 3.335 4.381 -1.596
H 5.124 0.277 0.345
H 4.003 -1.824 1.057
H 1.542 -1.985 0.932
C -0.268 -3.684 0.780
C -0.856 -3.390 -0.576
O -0.598 -2.007 -1.008
H -0.796 -4.533 1.214
H -0.378 -2.843 1.465
H 0.783 -3.961 0.716
H -1.935 -3.549 -0.595
H -0.404 -4.024 -1.337
H -0.879 -1.947 -1.930
*
```

- Gap between HOMO and LUMO (spin up / spin down): 0.269 / 0.224 Eh
- HOMO energy (spin up / spin down): -14.1 / -14.7 eV
- Strongest force on any atom: 2.588 eV/Å
- Expectation value of S²: 0.78
- Energy above the lowest of the compared OMol25 structures with the same formula, charge and spin: 137.2 kJ/mol
- LUMO (spin up / spin down): -6.754 / -8.618 eV
- Calculated total energy: -1591.643154 a.u.

ORCA calculation (ωB97M-V with the def2-TZVPD basis set) on a molecular structure, C28H34AsMgO10PS.

```
! RIJCOSX wB97M-V def2-TZVPD def2/J DEFGRID3
* xyz -2 1
Mg -0.084 1.500 -1.417
O -1.328 5.822 -0.665
As -0.978 4.188 0.107
O -0.345 1.185 0.715
O -1.057 3.216 -1.279
C 0.991 4.563 0.299
C 1.323 5.645 1.110
C 2.639 6.022 1.345
C 3.666 5.290 0.761
C 3.366 4.198 -0.035
C 2.038 3.835 -0.265
S 2.311 2.639 -2.751
O 1.782 2.735 -1.019
O 2.270 4.021 -3.206
O 1.121 1.846 -3.149
H -0.988 5.738 -1.566
H 0.516 6.222 1.554
H 2.862 6.878 1.973
H 4.701 5.565 0.931
H 4.152 3.607 -0.491
C 3.477 -2.346 -0.298
C 3.866 -1.131 0.539
C 4.477 -0.032 -0.323
C 4.830 -1.539 1.645
O 2.723 -0.610 1.247
P 1.299 -0.268 0.579
O 1.416 -0.068 -0.882
O 0.909 0.942 1.493
O 0.429 -1.553 0.883
C -0.251 -1.947 2.098
C -1.545 -1.158 2.228
C 0.648 -1.751 3.314
C -0.547 -3.425 1.882
H 4.373 -2.787 -0.741
H 2.792 -2.057 -1.095
H 2.988 -3.095 0.328
H 5.395 -0.396 -0.793
H 4.716 0.834 0.298
H 3.776 0.283 -1.093
H 5.756 -1.927 1.217
H 4.379 -2.311 2.272
H 5.062 -0.677 2.272
H -1.342 -0.097 2.358
H -2.116 -1.542 3.078
H -2.137 -1.272 1.318
H 0.878 -0.696 3.459
H 1.585 -2.298 3.191
H 0.134 -2.124 4.203
H -1.162 -3.559 0.991
H -1.082 -3.828 2.745
H 0.384 -3.982 1.751
C -3.327 -5.081 -0.982
C -3.933 -3.883 -0.623
C -3.329 -2.665 -0.894
C -2.086 -2.597 -1.542
C -1.489 -3.820 -1.885
C -2.092 -5.038 -1.617
C -1.324 -1.357 -1.805
C -1.688 -0.064 -1.749
C -3.077 0.341 -1.537
C -3.465 0.981 -0.348
C -4.778 1.363 -0.137
C -5.748 1.159 -1.116
C -5.370 0.572 -2.317
C -4.058 0.171 -2.524
H -3.804 -6.030 -0.762
H -4.891 -3.894 -0.113
H -3.820 -1.753 -0.587
H -0.516 -3.795 -2.363
H -1.593 -5.959 -1.898
H -0.273 -1.573 -2.001
H -2.707 1.174 0.403
H -5.046 1.850 0.795
H -6.772 1.476 -0.954
H -6.106 0.421 -3.100
H -3.773 -0.296 -3.461
*
```

- Gap between HOMO and LUMO: 0.225 Eh
- HOMO energy: -1.8 eV
- Strongest force on any atom: 0.183 eV/Å
- Energy above the lowest of the compared OMol25 structures with the same formula, charge and spin: 0.0 kJ/mol
- LUMO: 4.286 eV
- Calculated total energy: -5015.411011 a.u.

ORCA calculation (ωB97M-V with the def2-TZVPD basis set) on a molecular structure, C21H31F5OP2Ti at a distorted geometry.

```
! RIJCOSX wB97M-V def2-TZVPD def2/J DEFGRID3
* xyz 2 1
P -0.275 -1.428 -5.633
P 0.254 1.712 -5.592
C -0.406 -0.481 -7.272
C 0.359 0.848 -7.259
H -1.479 -0.319 -7.464
H -0.020 -1.134 -8.071
H 1.426 0.699 -7.487
H -0.052 1.536 -8.014
C -1.414 2.457 -5.882
H -1.639 3.141 -5.055
H -2.191 1.681 -5.924
H -1.407 3.016 -6.827
C 1.271 3.191 -5.971
H 0.880 3.720 -6.851
H 2.311 2.887 -6.152
H 1.236 3.857 -5.097
C -1.214 -2.905 -6.221
H -1.148 -3.676 -5.444
H -0.793 -3.291 -7.160
H -2.265 -2.632 -6.374
C 1.409 -2.098 -6.024
H 2.170 -1.305 -6.010
H 1.403 -2.574 -7.014
H 1.664 -2.849 -5.266
Ti 0.071 -0.131 -0.584
C 0.907 1.657 -1.772
C -0.480 1.770 -1.933
C -1.356 1.059 -2.901
C -1.889 -0.378 -2.606
C -0.894 -1.423 -2.210
C 0.473 -1.482 -2.516
C 1.270 -0.457 -3.246
C 1.866 0.792 -2.532
C 1.443 -1.134 0.486
H 1.383 2.377 -1.101
H -0.968 2.569 -1.356
H -0.859 1.004 -3.894
H -2.243 1.696 -3.083
H -2.697 -0.299 -1.856
H -2.405 -0.729 -3.527
H -1.330 -2.300 -1.712
H 1.000 -2.413 -2.268
H 0.657 -0.034 -4.067
H 2.113 -0.969 -3.740
H 2.722 0.478 -1.902
H 2.330 1.417 -3.323
H 2.256 -0.488 0.858
H 1.846 -1.980 -0.094
H 0.863 -1.513 1.349
F -0.716 3.300 5.552
C -0.781 2.668 4.363
C 0.276 2.786 3.458
F 1.348 3.554 3.769
C 0.220 2.112 2.261
F 1.281 2.201 1.396
C -0.880 1.299 1.924
O -0.911 0.560 0.822
C -1.963 1.234 2.829
F -3.037 0.487 2.501
C -1.902 1.898 4.045
F -2.914 1.797 4.924
*
```

- Gap between HOMO and LUMO: 0.173 Eh
- HOMO energy: -14.0 eV
- Strongest force on any atom: 3.544 eV/Å
- Energy above the lowest of the compared OMol25 structures with the same formula, charge and spin: 0.0 kJ/mol
- LUMO: -9.289 eV
- Calculated total energy: -2924.791459 a.u.

Q: Which formula does entry 3 have?
A: C4H9NO2

Q: The lowest strongest force on any atom belongs to which entry?
A: C28H34AsMgO10PS